Record 1
{"formula": "C2HClF2O", "method": "ωB97M-V with the def2-TZVPD basis set", "species": ["F", "C", "F", "O", "C", "Cl", "H"], "xyz": [[-1.344524, 0.383285, 1.121602], [-0.236605, 0.596033, 0.436883], [-0.104411, 1.905409, 0.218056], [0.896102, -0.088180, 0.764189], [0.357076, -0.355158, -0.472181], [-0.470664, -2.263578, -0.687836], [0.903025, -0.177812, -1.380713]], "forces_ev_per_angstrom": [[0.248, -0.152, 0.126], [-0.828, 0.158, -0.856], [0.135, -0.110, 0.193], [0.720, -0.089, 0.754], [-1.659, -2.793, -0.514], [1.216, 3.055, 0.408], [0.168, -0.069, -0.112]], "lowdin_charge": [0.18, -0.63, 0.16, 0.14, -0.30, 0.34, 0.11], "e_homo_ev": -11.3, "e_tot_ha": -811.90883, "gap_ev": 11.20, "spin_multiplicity": 1, "e_lumo_ev": -0.098, "smiles": "FC1(F)O[C@H]1Cl", "charge": 0}

***

Record 2
{"formula": "C6H33NO10", "method": "ωB97M-V with the def2-TZVPD basis set", "species": ["C", "C", "N", "C", "C", "C", "C", "O", "H", "H", "H", "H", "H", "H", "H", "H", "H", "H", "H", "H", "H", "H", "H", "O", "H", "H", "O", "H", "H", "O", "H", "H", "O", "H", "H", "O", "H", "H", "O", "H", "H", "O", "H", "H", "O", "H", "H", "O", "H", "H"], "xyz": [[-1.087845, 1.759919, 3.166544], [-0.640319, 0.355407, 2.826141], [-0.758354, 0.231484, 1.336991], [0.461737, -0.538290, 0.839279], [0.189443, -2.018175, 0.758833], [1.213261, -2.965057, 1.373874], [0.790758, -0.023879, -0.611737], [2.230825, 0.012325, -0.716662], [-1.204335, 1.924928, 4.224984], [-2.185135, 1.805272, 2.973579], [-0.717142, 2.673743, 2.728372], [0.382004, 0.088873, 3.171137], [-1.358977, -0.373797, 3.186316], [-0.756544, 1.186889, 0.946342], [1.381187, -0.372485, 1.350905], [-0.799159, -2.292597, 1.136391], [-0.064636, -2.471608, -0.229793], [0.707029, -3.896931, 1.646158], [1.528898, -2.700089, 2.355176], [2.030229, -3.005530, 0.665665], [0.563565, -0.783950, -1.371056], [0.444593, 0.997367, -0.837366], [2.706380, 0.313716, 0.086154], [-3.019000, 1.672878, -2.097380], [-3.114900, 1.130996, -2.901837], [-3.017983, 0.934302, -1.472903], [2.083296, -2.118548, -2.568525], [2.412327, -1.290147, -2.199270], [2.405124, -2.852175, -2.045057], [-3.098786, -0.896227, -2.566863], [-2.280634, -1.363549, -2.870288], [-3.848015, -1.488832, -2.484583], [-1.015882, -2.165380, -3.596885], [-0.577458, -3.013663, -3.467860], [-0.277121, -1.547249, -3.484081], [-3.180011, -1.673917, -0.143515], [-3.680356, -1.675736, 0.686756], [-2.351174, -1.253903, 0.113128], [1.242772, 3.152371, 1.030327], [1.282335, 3.530728, 0.134569], [0.335676, 2.833903, 1.103763], [3.293455, 2.722682, -1.558691], [2.825250, 2.042422, -2.079191], [2.520572, 3.213519, -1.258276], [-1.007012, 2.387080, -0.732475], [-1.565196, 1.665857, -1.099116], [-1.609917, 3.124752, -0.861337], [3.169643, 0.721798, 1.683381], [4.066448, 0.627147, 2.028261], [2.949082, 1.671335, 1.701718]], "forces_ev_per_angstrom": [[-2.783, -0.243, 1.215], [-0.035, 0.380, -1.444], [2.127, -0.494, 0.249], [-2.282, 0.972, -3.116], [-1.526, -2.088, 0.141], [-0.990, 0.014, -0.101], [1.656, 0.009, 0.833], [0.493, -0.273, -0.903], [0.834, 0.078, 0.746], [0.487, -0.095, -0.628], [0.870, -0.201, -0.304], [-0.567, 0.306, -0.120], [0.095, 0.018, 0.795], [0.212, -0.910, 0.087], [0.142, 0.321, 1.074], [-0.029, 0.574, 1.061], [0.871, 1.025, -0.145], [0.368, -0.411, -0.985], [0.708, 0.998, 0.680], [0.489, -0.690, 0.304], [-0.726, 0.560, 0.221], [-0.206, -0.785, 0.152], [-0.584, -0.002, -0.269], [-0.314, -0.396, -0.394], [-0.022, 0.288, 0.156], [-0.653, -0.222, 0.078], [-0.498, -0.177, -0.877], [0.272, -0.054, 0.617], [0.221, 0.169, 0.261], [0.526, 0.628, -0.845], [-1.187, -0.289, 0.206], [0.417, -0.297, 0.081], [0.795, 0.120, -0.101], [-0.163, -0.083, 0.067], [-0.030, -0.116, -0.096], [-0.471, -0.227, 0.944], [0.148, -0.080, -0.226], [0.186, 0.244, 0.020], [0.318, 0.241, -0.298], [-0.221, -0.255, 0.659], [0.052, -0.004, -0.236], [-0.828, -0.222, -0.480], [0.672, -0.078, 0.312], [0.360, 0.272, 0.113], [-0.135, 0.118, 0.391], [0.733, 0.731, -0.090], [-0.010, 0.228, -0.074], [0.322, 0.496, 0.397], [-0.149, 0.147, -0.095], [0.033, -0.246, -0.033]], "lowdin_charge": [-0.10, -0.24, -0.02, -0.29, -0.23, -0.09, -0.16, -0.13, 0.06, 0.09, 0.06, 0.12, 0.10, 0.04, 0.09, 0.09, 0.12, 0.08, 0.06, 0.07, 0.09, 0.09, 0.04, -0.08, 0.05, 0.03, -0.05, 0.01, 0.04, -0.10, 0.01, 0.05, -0.04, 0.07, 0.05, -0.07, 0.05, 0.00, -0.04, 0.04, -0.01, -0.05, 0.04, 0.00, -0.10, 0.02, 0.06, -0.04, 0.08, 0.06], "e_homo_ev": -9.2, "e_tot_ha": -1055.48239, "gap_ev": 9.60, "spin_multiplicity": 1, "e_lumo_ev": 0.373, "smiles": "CCN[C@@H](CC)CO.O.O.O.O.O.O.O.O.O", "charge": 0}

***

Record 3
{"formula": "C18H18ClFN2O5S", "method": "ωB97M-V with the def2-TZVPD basis set", "species": ["C", "C", "C", "C", "C", "S", "O", "O", "N", "C", "C", "O", "N", "C", "C", "O", "O", "C", "C", "C", "F", "C", "C", "C", "C", "Cl", "C", "C", "H", "H", "H", "H", "H", "H", "H", "H", "H", "H", "H", "H", "H", "H", "H", "H", "H", "H"], "xyz": [[-6.135734, -2.768789, 0.483730], [-4.957740, -1.862061, 0.310889], [-5.019214, -0.772052, -0.552653], [-3.922427, 0.052694, -0.726706], [-2.760136, -0.216813, -0.031533], [-1.368860, 0.868041, -0.251330], [-1.228119, 1.209961, -1.639522], [-0.228895, 0.334055, 0.440283], [-1.920395, 2.254336, 0.539502], [-1.480839, 3.517970, -0.035039], [0.032674, 3.672467, 0.150429], [0.511170, 4.246065, 1.106463], [0.756818, 3.093421, -0.828999], [2.181469, 2.879478, -0.692398], [2.422092, 1.387488, -0.452783], [2.430723, 0.563381, -1.326981], [2.603011, 1.146577, 0.836699], [2.673966, -0.217013, 1.252702], [3.664286, -1.043267, 0.478478], [3.304276, -2.291224, -0.020989], [2.069442, -2.763907, 0.236471], [4.167637, -3.083571, -0.752421], [5.447110, -2.621372, -1.004540], [5.851631, -1.394124, -0.513447], [4.967565, -0.621648, 0.224169], [5.512679, 0.895227, 0.839868], [-2.671702, -1.293389, 0.828882], [-3.772749, -2.113795, 0.996916], [-6.229047, -3.088262, 1.518995], [-7.055726, -2.277499, 0.178750], [-6.006994, -3.660566, -0.129718], [-5.932612, -0.570839, -1.092479], [-3.947476, 0.896264, -1.397106], [-1.682903, 2.194076, 1.520337], [-2.000112, 4.329591, 0.478663], [-1.751935, 3.501249, -1.090686], [0.279108, 2.505756, -1.503990], [2.527185, 3.463457, 0.162970], [2.689337, 3.183994, -1.611500], [2.955332, -0.165247, 2.308792], [1.672612, -0.646292, 1.149680], [3.828016, -4.039174, -1.117930], [6.132454, -3.220768, -1.582727], [6.849015, -1.027779, -0.696513], [-1.741754, -1.475984, 1.343250], [-3.714235, -2.960116, 1.665072]], "forces_ev_per_angstrom": [[0.012, -0.047, -0.035], [0.108, 0.028, 0.060], [0.145, 0.058, 0.006], [-0.114, 0.004, -0.107], [0.460, 0.239, -0.066], [-0.457, 0.096, 0.712], [-0.392, 0.024, -0.173], [-0.339, -0.152, 0.137], [0.045, -0.781, -0.415], [0.278, 0.192, -0.178], [-0.336, 0.358, -0.234], [-0.015, 0.091, 0.321], [0.257, -0.208, -0.357], [0.174, -0.082, 0.116], [0.080, 0.598, -0.437], [-0.171, -0.068, -0.070], [-0.114, 0.097, 0.410], [-0.219, -0.363, 0.017], [0.051, -0.053, 0.056], [0.415, 0.088, 0.044], [-0.033, 0.080, -0.044], [-0.200, 0.032, 0.060], [-0.089, 0.068, 0.057], [0.049, 0.130, 0.031], [-0.160, -0.507, -0.111], [0.258, 0.207, 0.104], [0.199, -0.017, 0.045], [-0.067, 0.097, -0.093], [-0.060, -0.038, 0.056], [-0.090, -0.009, 0.004], [-0.058, -0.077, -0.021], [-0.087, 0.030, -0.051], [-0.120, 0.110, -0.116], [0.014, -0.143, 0.216], [0.123, -0.112, -0.082], [-0.008, 0.190, 0.058], [0.022, 0.227, 0.064], [-0.004, -0.058, -0.204], [0.016, -0.096, 0.165], [-0.065, -0.001, -0.166], [0.293, 0.041, 0.114], [-0.058, -0.097, -0.024], [0.066, -0.062, -0.045], [0.085, 0.049, -0.006], [0.085, -0.082, 0.104], [0.018, -0.079, 0.079]], "lowdin_charge": [-0.05, -0.27, -0.02, -0.05, -0.28, 0.69, -0.28, -0.27, -0.10, -0.14, -0.49, 0.07, 0.08, -0.05, -0.50, 0.14, -0.03, -0.11, -0.16, -0.22, 0.08, 0.00, -0.07, -0.11, -0.59, 0.76, -0.04, -0.03, 0.08, 0.08, 0.09, 0.12, 0.12, 0.12, 0.13, 0.12, 0.11, 0.13, 0.14, 0.14, 0.11, 0.12, 0.11, 0.10, 0.11, 0.12], "e_homo_ev": -9.1, "e_tot_ha": -2140.70073, "gap_ev": 9.54, "spin_multiplicity": 1, "e_lumo_ev": 0.462, "smiles": "Cc1ccc(S(=O)(=O)NCC(=O)NCC(=O)OCc2c(F)cccc2Cl)cc1", "charge": 0}

***

Record 4
{"formula": "C5H7NO", "method": "ωB97M-V with the def2-TZVPD basis set", "species": ["O", "C", "C", "C", "N", "C", "C", "H", "H", "H", "H", "H", "H", "H"], "xyz": [[0.339570, 1.895116, -0.616284], [0.446352, 0.860866, -1.388192], [1.425477, -0.205494, -0.849718], [2.004300, 0.117073, 0.454843], [2.323960, 0.587534, 1.465443], [-2.055980, -0.543118, -0.064390], [-1.432675, -0.672015, 1.102756], [0.871778, 1.868810, 0.220278], [0.864702, -1.144283, -0.804430], [2.207122, -0.331207, -1.607576], [-2.372489, 0.424978, -0.442817], [-2.283101, -1.403317, -0.689193], [-1.123575, -1.641685, 1.485804], [-1.215441, 0.186745, 1.733474]], "forces_ev_per_angstrom": [[0.055, -0.196, -0.124], [0.183, 0.154, 0.305], [-0.043, -0.042, -0.056], [0.231, 0.450, 0.831], [-0.333, -0.433, -0.975], [0.046, -0.036, 0.192], [-0.113, 0.015, -0.138], [-0.035, -0.050, -0.094], [0.085, 0.117, -0.023], [-0.115, 0.029, 0.096], [0.067, -0.121, 0.064], [0.047, 0.096, 0.092], [-0.050, 0.113, -0.072], [-0.026, -0.096, -0.097]], "lowdin_charge": [0.01, -0.07, -0.20, -0.24, 0.16, -0.09, -0.09, 0.09, 0.11, 0.12, 0.05, 0.05, 0.05, 0.05], "e_homo_ev": -9.3, "e_tot_ha": -324.57742, "gap_ev": 9.85, "spin_multiplicity": 1, "e_lumo_ev": 0.577, "charge": 0}

***

Record 5
{"formula": "C6H9F", "method": "ωB97M-V with the def2-TZVPD basis set", "species": ["C", "C", "C", "C", "C", "C", "F", "H", "H", "H", "H", "H", "H", "H", "H", "H"], "xyz": [[-3.113497, 0.211961, 0.151120], [-1.710587, 0.203616, -0.021945], [-0.522953, 0.177735, -0.033602], [1.053274, 0.303740, -0.190393], [1.684772, -0.470419, -1.347557], [1.555002, -0.118973, 1.238303], [1.239473, 1.746165, -0.352985], [-3.608960, -0.699155, -0.275913], [-3.466801, 0.307546, 1.257792], [-3.591391, 1.045331, -0.346991], [2.312097, -1.134941, -0.836798], [2.181757, 0.020718, -2.116655], [0.988694, -1.091321, -1.813984], [2.155658, 0.705133, 1.603414], [0.619516, -0.239326, 1.851822], [2.223944, -0.967814, 1.234376]], "forces_ev_per_angstrom": [[-2.922, -0.608, 1.479], [0.025, -0.131, 0.447], [3.964, 0.307, -1.628], [-2.882, 1.184, 1.138], [-1.008, 0.061, 1.931], [-0.922, 1.020, -0.506], [0.217, -1.776, 0.132], [0.527, 0.631, 0.445], [0.872, -0.321, -1.781], [0.038, 0.320, -0.243], [1.498, -1.014, 0.190], [0.925, 1.520, -0.888], [-1.503, -0.865, -0.737], [-0.042, 0.291, 0.296], [1.478, -0.128, -0.219], [-0.265, -0.491, -0.055]], "lowdin_charge": [-0.13, -0.12, 0.05, -0.42, 0.00, -0.02, -0.06, 0.09, 0.12, 0.07, 0.05, 0.07, 0.07, 0.08, 0.09, 0.07], "e_homo_ev": -9.7, "e_tot_ha": -333.78469, "gap_ev": 10.68, "spin_multiplicity": 1, "e_lumo_ev": 0.953, "smiles": "CC#CC(C)(C)F", "charge": 0}